# C36H93N14O5P5

A cluster of 5 separate species, C36H93N14O5P5 in total at a distorted geometry (wB97M-V/def2-TZVPD, OMol25).

Computed properties:
electronic energy: -4276.2746 a.u.
HOMO-LUMO gap: 0.23815 Eh
net charge: 0

Structure (XYZ):
```
153
Properties=species:S:1:pos:R:3:mulliken_charge:R:1
C 7.013 0.762 7.001 -0.91
C 6.026 1.280 5.803 -0.43
P 4.270 0.508 5.805 -0.21
C 3.621 0.777 3.984 -0.36
C 4.257 -1.359 6.112 0.02
C 2.684 -1.871 5.856 -0.07
N 1.503 -2.228 5.398 -0.58
C 5.235 -2.294 5.218 0.61
C 6.058 -1.570 4.008 -0.16
N 6.486 -0.821 3.029 -0.52
C 6.206 -3.125 6.241 -0.99
C 7.587 -3.714 5.598 -0.43
C 8.853 -2.831 6.187 -0.78
C 9.342 -1.644 5.136 -0.02
O 9.643 -2.301 3.848 -0.36
C 9.685 -1.318 2.741 -0.48
H 7.330 -0.364 6.921 0.08
H 6.577 1.070 8.053 0.34
H 8.024 1.386 6.885 0.31
H 6.519 1.211 4.718 0.28
H 5.870 2.451 5.981 0.36
H 2.584 1.326 3.962 0.34
H 3.582 -0.323 3.533 -0.23
H 4.446 1.349 3.383 0.38
H 4.462 -1.621 7.254 0.55
H 4.538 -3.112 4.695 0.48
H 5.576 -4.067 6.610 0.32
H 6.447 -2.512 7.218 0.39
H 7.731 -4.806 6.059 0.35
H 7.592 -3.856 4.437 0.27
H 9.750 -3.588 6.399 0.39
H 8.619 -2.352 7.255 0.29
H 10.332 -1.157 5.582 0.30
H 8.534 -0.801 5.083 -0.05
H 9.289 -0.250 3.100 0.22
H 8.865 -1.685 1.957 0.14
H 10.719 -1.240 2.200 0.24
C 0.593 -2.060 -1.725 -0.65
N 0.922 -1.069 -0.705 0.11
C -0.253 -0.218 -0.479 -1.05
P 2.436 -0.271 -0.448 0.78
O 2.181 -0.192 1.077 -0.74
N 3.643 -1.504 -0.228 0.28
C 3.531 -2.868 -0.727 -1.34
C 4.302 -1.568 1.088 -1.11
N 2.728 -0.362 -2.202 -0.02
C 4.152 -0.177 -2.583 -1.02
C 2.024 0.719 -2.928 -0.99
H 0.528 -1.635 -2.731 0.17
H -0.377 -2.528 -1.515 0.41
H 1.285 -2.894 -1.758 0.15
H -0.406 0.493 -1.296 0.26
H -0.156 0.360 0.444 0.26
H -1.169 -0.810 -0.375 0.41
H 2.759 -3.432 -0.197 0.34
H 4.478 -3.411 -0.612 0.40
H 3.340 -2.892 -1.802 0.41
H 3.664 -2.050 1.834 0.30
H 4.571 -0.568 1.446 0.23
H 5.241 -2.129 1.037 0.42
H 4.555 0.754 -2.167 0.38
H 4.266 -0.150 -3.673 0.37
H 4.795 -1.000 -2.262 0.32
H 2.283 1.702 -2.519 0.37
H 0.942 0.607 -2.888 0.06
H 2.275 0.709 -3.995 0.43
C -0.211 3.011 -7.776 -0.84
N -0.429 1.804 -6.985 0.15
C 0.611 0.825 -7.322 -1.04
P -1.939 1.101 -6.515 0.95
O -1.327 0.570 -5.195 -0.77
N -2.837 2.321 -5.660 0.31
C -2.635 3.756 -5.814 -1.28
C -3.126 2.066 -4.238 -0.75
N -2.643 1.711 -8.032 -0.08
C -4.127 1.766 -8.026 -1.05
C -2.327 0.824 -9.174 -1.10
H -0.469 2.885 -8.832 0.29
H 0.843 3.314 -7.742 0.40
H -0.745 3.877 -7.402 0.18
H 0.438 0.365 -8.299 0.24
H 0.657 0.019 -6.585 0.19
H 1.607 1.281 -7.340 0.40
H -1.674 4.076 -5.403 0.29
H -3.422 4.324 -5.303 0.42
H -2.718 4.067 -6.858 0.40
H -2.253 2.259 -3.610 0.32
H -3.455 1.033 -4.079 -0.09
H -3.945 2.698 -3.879 0.33
H -4.557 0.794 -7.757 0.38
H -4.513 2.060 -9.009 0.41
H -4.527 2.517 -7.340 0.28
H -2.630 -0.209 -8.967 0.34
H -1.265 0.825 -9.418 0.27
H -2.832 1.157 -10.087 0.43
C -7.902 -1.475 -2.393 -0.78
N -7.478 -0.888 -3.660 0.13
C -8.364 0.238 -3.978 -1.01
P -6.840 -1.701 -5.048 0.78
O -5.961 -0.479 -5.410 -0.66
N -5.447 -2.605 -4.527 0.17
C -5.217 -3.053 -3.160 -1.24
C -4.144 -2.207 -5.087 -0.99
N -7.850 -3.106 -4.631 -0.08
C -7.417 -4.371 -5.280 -0.99
C -9.245 -2.930 -5.094 -1.12
H -8.832 -2.045 -2.474 0.28
H -8.072 -0.696 -1.640 0.38
H -7.154 -2.119 -1.942 0.18
H -9.346 -0.099 -4.322 0.26
H -7.943 0.871 -4.764 0.21
H -8.520 0.889 -3.110 0.39
H -5.012 -2.215 -2.488 0.28
H -4.363 -3.739 -3.106 0.40
H -6.056 -3.640 -2.779 0.41
H -3.753 -1.310 -4.598 0.24
H -4.215 -2.020 -6.163 0.25
H -3.401 -3.003 -4.970 0.41
H -7.342 -4.251 -6.367 0.37
H -8.122 -5.182 -5.066 0.39
H -6.457 -4.738 -4.911 0.30
H -9.279 -2.703 -6.166 0.38
H -9.761 -2.133 -4.561 0.25
H -9.841 -3.831 -4.911 0.42
C -2.219 4.744 6.557 -0.77
N -1.245 4.155 5.643 0.04
C -0.814 5.183 4.688 -1.03
P -1.220 2.544 5.011 0.78
O 0.327 2.544 4.965 -0.68
N -1.225 1.453 6.367 0.23
C -1.728 1.786 7.693 -1.31
C -0.034 0.604 6.546 -0.99
N -2.999 2.545 5.065 -0.08
C -3.603 1.188 5.009 -1.01
C -3.579 3.238 3.892 -1.13
H -3.192 4.923 6.090 0.27
H -1.865 5.712 6.933 0.38
H -2.382 4.157 7.454 0.18
H -1.580 5.388 3.935 0.28
H 0.093 4.880 4.157 0.23
H -0.576 6.128 5.188 0.40
H -1.091 2.519 8.196 0.33
H -1.779 0.896 8.332 0.43
H -2.758 2.148 7.657 0.39
H 0.795 1.163 6.989 0.38
H 0.296 0.178 5.593 0.16
H -0.249 -0.251 7.197 0.35
H -3.237 0.629 4.140 0.37
H -4.696 1.248 4.953 0.39
H -3.407 0.593 5.904 0.31
H -3.197 2.816 2.956 0.37
H -3.367 4.306 3.896 0.26
H -4.672 3.162 3.887 0.43
```